Below is C20H23CrN6O2S2 as an isolated structure, with properties calculated with the ωB97M-V functional and the def2-TZVPD basis.

2S+1: 2
Relative energy (zero: lowest compared OMol25 entry of this formula, charge and spin), eV: 1.222
Net charge: 0

Atoms and positions in Å:
Cr  -1.078  -0.228  -0.281
C  -3.107  1.333  -3.617
C  -2.100  0.470  -2.896
O  -1.996  0.725  -1.628
C  -1.390  -0.482  -3.585
C  -0.365  -1.288  -3.022
C  0.424  -2.193  -3.920
N  -0.105  -1.207  -1.746
N  1.009  -1.928  -1.305
C  1.209  -1.656  -0.064
O  0.482  -0.795  0.624
C  2.305  -2.335  0.679
C  2.338  -2.273  2.070
C  3.356  -2.901  2.774
C  4.348  -3.592  2.093
C  4.309  -3.668  0.708
C  3.290  -3.049  0.002
H  -3.524  2.059  -2.924
H  -3.916  0.718  -4.013
H  -2.645  1.853  -4.456
H  -1.579  -0.583  -4.644
H  -0.008  -2.203  -4.917
H  0.445  -3.203  -3.513
H  1.462  -1.863  -3.982
H  1.532  -1.767  2.585
H  3.363  -2.873  3.858
H  5.140  -4.087  2.640
H  5.073  -4.218  0.174
H  3.243  -3.105  -1.076
S  -2.508  -1.537  0.799
C  -2.795  -0.245  1.946
S  -1.991  1.189  1.422
C  -3.472  -0.393  3.129
C  -3.464  0.667  4.078
N  -3.433  1.502  4.871
C  -4.084  -1.622  3.495
N  -4.579  -2.618  3.794
N  2.738  2.125  4.468
C  1.237  2.296  4.565
C  0.715  2.568  3.160
N  1.112  1.560  2.219
C  2.520  1.304  2.166
C  3.115  0.995  3.538
H  3.152  1.997  5.389
H  3.127  2.990  4.084
H  1.045  3.098  5.276
H  0.853  1.355  4.956
H  1.075  3.551  2.825
H  -0.375  2.615  3.195
H  0.526  0.735  2.204
H  3.040  2.174  1.739
H  2.715  0.458  1.511
H  4.202  0.913  3.546
H  2.676  0.094  3.966

Below is C38H34AuF15GeN6S2Si as an isolated structure, with properties calculated with the ωB97M-V functional and the def2-TZVPD basis.

2S+1: 1
Relative energy (zero: lowest compared OMol25 entry of this formula, charge and spin), eV: 3.230
Net charge: 0

Atoms and positions in Å:
Au  0.195  1.279  1.038
C  3.172  -0.817  2.301
Si  3.757  0.336  0.956
C  5.594  0.507  1.253
C  3.528  -0.041  -0.856
N  2.741  1.759  1.305
C  3.250  2.974  1.571
C  4.469  3.431  0.965
C  5.007  4.652  1.286
C  4.372  5.479  2.219
C  3.180  5.071  2.821
C  2.624  3.853  2.510
H  3.623  -1.812  2.229
H  2.088  -0.924  2.292
H  3.458  -0.377  3.266
H  6.008  -0.498  1.384
H  5.806  1.079  2.164
H  6.124  0.982  0.423
H  3.871  -1.056  -1.101
H  4.118  0.672  -1.447
H  2.484  0.038  -1.156
H  4.937  2.808  0.208
H  5.922  4.981  0.808
H  4.805  6.437  2.475
H  2.692  5.715  3.542
H  1.732  3.506  3.005
C  -4.993  0.317  -3.695
C  -4.426  -1.104  -3.631
C  -2.898  -1.199  -3.733
C  -2.134  -0.565  -2.574
N  -2.043  0.898  -2.731
C  -1.987  1.819  -1.764
S  -2.230  1.399  -0.107
N  -1.838  3.086  -2.164
C  -1.735  4.286  -1.322
C  -2.720  5.379  -1.732
C  -4.127  5.232  -1.147
C  -4.913  4.022  -1.659
H  -6.083  0.294  -3.759
H  -4.621  0.850  -4.579
H  -4.729  0.899  -2.808
H  -4.857  -1.695  -4.443
H  -4.739  -1.573  -2.692
H  -2.561  -0.758  -4.682
H  -2.615  -2.254  -3.761
H  -1.127  -0.971  -2.515
H  -2.624  -0.775  -1.626
H  -1.893  1.216  -3.678
H  -1.818  3.259  -3.157
H  -0.717  4.664  -1.395
H  -1.907  3.980  -0.298
H  -2.782  5.420  -2.829
H  -2.298  6.331  -1.401
H  -4.684  6.142  -1.379
H  -4.049  5.172  -0.056
H  -5.018  4.051  -2.749
H  -5.916  4.008  -1.227
H  -4.430  3.083  -1.382
N  1.026  7.524  1.976
C  0.439  6.559  1.709
N  -0.277  5.509  1.347
C  -0.213  4.278  1.589
N  -0.197  3.121  1.815
F  2.424  -5.144  1.633
C  2.016  -4.347  2.624
C  1.102  -3.328  2.416
C  0.703  -2.610  3.532
F  -0.218  -1.642  3.389
C  1.202  -2.844  4.793
F  0.808  -2.121  5.839
C  2.125  -3.855  4.960
F  2.617  -4.107  6.165
C  2.531  -4.610  3.879
F  3.412  -5.592  4.057
Ge  0.200  -2.829  0.738
S  0.141  -0.837  -0.065
C  -1.558  -3.693  1.003
C  -2.776  -3.037  0.970
F  -2.838  -1.710  0.795
C  -3.974  -3.707  1.107
F  -5.133  -3.049  1.063
C  -3.971  -5.074  1.287
F  -5.118  -5.725  1.421
C  -2.776  -5.764  1.328
F  -2.776  -7.082  1.499
C  -1.597  -5.066  1.183
F  -0.458  -5.778  1.198
C  1.020  -3.767  -0.809
C  0.274  -4.328  -1.833
F  -1.067  -4.332  -1.790
C  0.852  -4.883  -2.957
F  0.100  -5.411  -3.922
C  2.222  -4.869  -3.088
F  2.791  -5.390  -4.166
C  3.000  -4.285  -2.110
F  4.323  -4.231  -2.260
C  2.390  -3.743  -1.001
F  3.186  -3.152  -0.099

Below is C5H16N2O as an isolated structure, with properties calculated with the ωB97M-V functional and the def2-TZVPD basis.

2S+1: 1
Relative energy (zero: lowest compared OMol25 entry of this formula, charge and spin), eV: 5.158
Net charge: 0

Atoms and positions in Å:
C  -1.270  0.204  -0.964
C  0.681  -1.690  -1.108
C  -0.785  1.262  -1.947
C  -2.284  0.753  0.039
N  1.772  -1.016  -0.951
H  -1.734  -0.617  -1.515
H  2.202  -0.647  -1.793
H  1.574  -0.112  0.040
H  0.300  -1.988  -2.080
H  0.228  -2.077  -0.205
H  -2.652  -0.042  0.687
H  -0.116  0.833  -2.697
H  -0.235  2.039  -1.411
H  -1.614  1.737  -2.478
H  -1.794  1.487  0.681
H  -3.139  1.213  -0.463
C  1.493  -0.695  2.846
N  0.901  0.563  0.944
O  0.437  -0.291  2.000
H  -0.324  0.039  -0.226
H  1.092  1.474  1.366
H  2.284  -1.208  2.286
H  1.928  0.160  3.377
H  1.055  -1.379  3.573

Below is C6H9NO3 in the gas phase, with properties calculated with the ωB97M-V functional and the def2-TZVPD basis.

2S+1: 1
Relative energy (zero: lowest compared OMol25 entry of this formula, charge and spin), eV: 2.145
Net charge: 0
Structure (SMILES): C[C@@]1(C(N)=O)CC(=O)[C@H]1O

Atoms and positions in Å:
C  0.200  -0.308  -1.493
C  0.230  -0.087  0.018
C  0.176  -1.382  0.796
N  -0.812  -2.254  0.564
O  1.226  -2.024  1.072
C  1.365  0.875  0.464
C  0.328  1.983  0.447
O  0.370  3.169  0.254
C  -0.823  0.978  0.498
O  -2.016  1.182  -0.170
H  0.415  0.628  -2.029
H  0.961  -1.044  -1.782
H  -0.782  -0.676  -1.821
H  -1.750  -1.875  0.616
H  -0.114  -3.194  0.775
H  1.727  0.655  1.478
H  2.219  1.002  -0.212
H  -1.063  0.798  1.559
H  -1.858  1.575  -1.034

Below is NO4S2 as an isolated structure, with properties calculated with the ωB97M-V functional and the def2-TZVPD basis.

2S+1: 3
Relative energy (zero: lowest compared OMol25 entry of this formula, charge and spin), eV: 2.185
Net charge: -1

Atoms and positions in Å:
N  0.070  0.426  -0.463
O  -0.316  1.379  0.230
O  1.136  -1.130  1.621
O  0.209  0.887  -1.711
O  -1.245  -1.130  1.537
S  0.461  0.186  -3.125
S  -0.047  -1.355  0.828

Below is C54H41F3MoN3O2PS2Si as an isolated structure, with properties calculated with the ωB97M-V functional and the def2-TZVPD basis.

2S+1: 1
E, hartree: -4192.23758
Net charge: 0

Atoms and positions in Å:
Mo  0.050  0.122  0.092
C  -2.172  -4.727  -1.999
S  -0.719  -3.828  -2.564
C  -0.503  -2.674  -1.280
S  0.918  -1.701  -1.419
N  -1.365  -2.639  -0.308
N  -1.036  -1.659  0.612
C  -1.426  -1.826  1.816
C  -1.024  -0.836  2.812
C  -1.428  -0.916  4.133
C  -0.987  0.055  5.020
C  -0.181  1.074  4.550
C  0.164  1.093  3.205
N  -0.236  0.153  2.359
H  -2.377  -5.475  -2.763
H  -3.022  -4.056  -1.904
H  -1.984  -5.214  -1.045
H  -2.010  -2.698  2.092
H  -2.069  -1.726  4.455
H  -1.277  0.016  6.062
H  0.176  1.862  5.198
H  0.773  1.885  2.794
O  1.827  -1.594  1.866
C  1.890  -0.794  0.957
C  3.253  -0.457  0.389
C  4.335  -1.315  0.557
C  5.563  -0.975  0.014
C  5.719  0.220  -0.685
C  4.648  1.084  -0.840
C  3.414  0.737  -0.300
P  1.926  1.753  -0.367
C  2.118  2.990  0.949
C  1.094  3.920  1.146
C  1.122  4.768  2.242
C  2.170  4.695  3.152
C  3.195  3.781  2.956
C  3.170  2.928  1.859
C  2.058  2.663  -1.930
C  1.860  1.943  -3.109
C  1.950  2.582  -4.335
C  2.233  3.941  -4.394
C  2.433  4.660  -3.225
C  2.348  4.023  -1.993
H  4.186  -2.237  1.104
H  6.407  -1.645  0.124
H  6.682  0.471  -1.112
H  4.765  2.014  -1.384
H  0.260  3.964  0.459
H  0.310  5.468  2.397
H  2.185  5.351  4.014
H  4.015  3.723  3.660
H  3.964  2.205  1.726
H  1.614  0.889  -3.064
H  1.785  2.021  -5.246
H  2.292  4.440  -5.354
H  2.652  5.720  -3.266
H  2.501  4.593  -1.085
F  -3.853  3.171  -8.143
C  -3.427  1.895  -8.054
F  -4.501  1.121  -8.314
F  -2.559  1.699  -9.062
C  -2.830  1.595  -6.714
C  -3.458  2.077  -5.572
C  -2.939  1.789  -4.324
C  -1.781  1.009  -4.202
C  -1.168  0.522  -5.360
C  -1.688  0.814  -6.610
C  -1.225  0.738  -2.914
C  -0.760  0.506  -1.815
H  -4.347  2.688  -5.660
H  -3.415  2.169  -3.430
H  -0.281  -0.091  -5.265
H  -1.206  0.437  -7.501
O  -1.126  1.658  0.478
Si  -2.529  2.463  0.401
C  -2.615  3.548  -1.122
C  -3.829  4.114  -1.520
C  -3.908  4.927  -2.643
C  -2.765  5.194  -3.387
C  -1.549  4.645  -3.005
C  -1.481  3.827  -1.884
C  -2.643  3.591  1.902
C  -2.718  3.024  3.179
C  -2.728  3.813  4.320
C  -2.669  5.198  4.205
C  -2.600  5.782  2.949
C  -2.583  4.982  1.811
C  -3.982  1.275  0.490
C  -3.931  0.030  -0.146
C  -4.998  -0.856  -0.078
C  -6.148  -0.508  0.618
C  -6.226  0.729  1.243
C  -5.152  1.606  1.180
H  -4.734  3.912  -0.952
H  -4.861  5.349  -2.941
H  -2.826  5.819  -4.270
H  -0.654  4.833  -3.588
H  -0.537  3.368  -1.626
H  -2.778  1.943  3.283
H  -2.790  3.353  5.299
H  -2.684  5.818  5.093
H  -2.563  6.860  2.853
H  -2.529  5.451  0.834
H  -3.054  -0.251  -0.717
H  -4.928  -1.817  -0.573
H  -6.983  -1.196  0.669
H  -7.123  1.008  1.783
H  -5.223  2.561  1.694

Below is a 10-piece molecular cluster, C18H33B7F28N6 overall, with properties calculated with the ωB97M-V functional and the def2-TZVPD basis.

2S+1: 1
Relative energy (zero: lowest compared OMol25 entry of this formula, charge and spin), eV: 0.000
Net charge: -4

Atoms and positions in Å:
C  0.419  -1.047  -18.249
C  0.939  0.081  -19.146
N  1.657  -0.352  -20.325
C  1.204  -1.185  -21.326
C  2.129  -1.275  -22.312
N  3.181  -0.508  -21.861
C  2.848  0.106  -20.729
C  4.404  -0.257  -22.627
H  1.203  -1.689  -17.845
H  -0.406  -1.575  -18.726
H  0.033  -0.574  -17.345
H  1.509  0.764  -18.521
H  0.065  0.638  -19.489
H  0.245  -1.665  -21.238
H  2.110  -1.857  -23.213
H  3.603  0.706  -20.243
H  5.201  -0.705  -22.034
H  4.539  0.809  -22.780
H  4.378  -0.795  -23.571
C  2.622  1.473  -15.389
C  1.176  1.831  -15.833
N  0.411  2.411  -14.728
C  0.502  1.995  -13.432
C  -0.181  2.894  -12.668
N  -0.753  3.811  -13.544
C  -0.344  3.506  -14.796
C  -1.803  4.816  -13.176
H  3.257  1.558  -16.270
H  2.677  0.458  -15.003
H  2.950  2.210  -14.657
H  0.653  0.909  -16.084
H  1.212  2.520  -16.672
H  0.971  1.056  -13.182
H  -0.323  2.902  -11.596
H  -0.554  4.029  -15.718
H  -2.755  4.315  -13.047
H  -1.769  5.542  -13.982
H  -1.398  5.146  -12.221
C  3.717  1.008  -10.647
C  3.985  0.646  -9.185
N  3.603  -0.724  -8.803
C  4.312  -1.488  -7.912
C  3.655  -2.684  -7.756
N  2.656  -2.679  -8.689
C  2.586  -1.475  -9.249
C  1.823  -3.786  -9.156
H  4.385  0.441  -11.298
H  3.819  2.066  -10.882
H  2.701  0.780  -10.969
H  3.425  1.316  -8.524
H  5.036  0.718  -8.897
H  5.180  -1.083  -7.422
H  3.966  -3.562  -7.219
H  1.868  -1.245  -10.028
H  1.135  -4.116  -8.378
H  2.521  -4.608  -9.313
H  1.316  -3.477  -10.069
B  5.672  1.145  -18.721
F  6.397  1.047  -19.953
F  4.724  2.160  -18.741
F  5.062  -0.104  -18.465
F  6.629  1.405  -17.723
B  2.505  -2.235  -12.852
F  2.712  -0.851  -12.930
F  3.525  -2.837  -12.024
F  1.206  -2.553  -12.434
F  2.665  -2.793  -14.132
B  -0.649  3.712  -18.750
F  0.011  2.952  -19.712
F  -1.633  4.499  -19.369
F  -1.299  2.898  -17.812
F  0.265  4.578  -18.048
B  -0.335  2.019  -8.604
F  -1.181  2.133  -7.493
F  0.015  3.304  -9.119
F  0.838  1.353  -8.282
F  -1.022  1.338  -9.610
B  -0.953  -1.725  -14.690
F  -1.952  -1.366  -15.621
F  0.238  -2.125  -15.369
F  -0.847  -0.759  -13.691
F  -1.256  -2.927  -13.968
B  -3.992  4.082  -16.391
F  -4.873  4.697  -15.496
F  -3.122  4.972  -17.069
F  -3.164  3.142  -15.717
F  -4.789  3.339  -17.302
B  -3.815  3.091  -9.850
F  -5.013  3.796  -10.167
F  -3.411  3.278  -8.511
F  -3.891  1.690  -10.003
F  -2.733  3.561  -10.629

Below is a 5-piece molecular cluster, C3H14NO2S2 overall, with properties calculated with the ωB97M-V functional and the def2-TZVPD basis.

2S+1: 1
Relative energy (zero: lowest compared OMol25 entry of this formula, charge and spin), eV: 10.496
Net charge: +1

Atoms and positions in Å:
N  0.344  0.323  1.480
C  -0.081  1.404  0.681
C  0.945  2.547  0.747
C  -0.389  0.996  -0.809
S  -2.042  0.343  -0.857
S  2.608  -0.864  -0.132
H  0.901  -0.439  0.963
H  0.634  0.613  2.417
H  -1.344  -1.617  -0.204
H  -1.032  1.930  0.921
H  1.369  2.750  1.791
H  0.578  3.570  0.512
H  1.670  2.256  -0.025
H  0.396  0.334  -1.259
H  -0.268  1.919  -1.461
H  3.931  -1.053  -0.447
H  -3.646  -0.969  1.993
H  -2.406  -0.596  0.980
O  -2.730  -0.733  2.002
H  1.201  -2.357  -1.397
H  0.634  -3.505  -2.057
O  0.614  -2.572  -2.124